1.
C5H7N | wB97M-V/def2-TZVPD

Last column: natural (NBO) charge in e.
Geometry (Å):
C1 -1.61 0.02 0.39  0.245
C2 -0.96 0.00 -1.27  -0.166
C3 -0.16 0.03 0.07  -0.118
C4 0.81 1.12 0.22  -0.615
C5 0.53 -1.33 0.39  -0.560
N1 -2.54 -0.30 -0.31  -0.255
H1 -1.18 0.90 -1.78  0.158
H2 0.26 2.03 0.06  0.221
H3 1.58 1.06 -0.43  0.228
H4 1.12 1.27 1.27  0.227
H5 0.73 -1.51 1.47  0.206
H6 1.44 -1.20 -0.12  0.210
H7 -0.01 -2.09 0.04  0.219

molar mass = 81.118 Da
2S+1 = 1
energy relative to the best compared isomer or geometry (same formula, charge and spin) = 528.7 kJ/mol
HOMO level (spin up / spin down) = -8.36 / -8.37 eV
gap between HOMO and LUMO (spin up / spin down) = 8.8 / 8.8 eV

2.
C12H30ClI2IrN2OP2 | wB97M-V/def2-TZVPD

Last column: natural (NBO) charge in e.
Geometry (Å):
I1 -0.84 1.20 -6.11  0.568
I2 1.67 0.48 -5.09  0.435
Ir1 -0.68 0.44 -0.84  0.664
P1 0.34 2.63 -1.15  1.084
C1 2.09 2.78 -0.62  -0.951
C2 0.39 3.58 -2.72  -0.939
H1 0.81 4.58 -2.52  0.286
H2 -0.06 4.70 0.05  0.278
H3 -0.61 3.69 -3.17  0.268
H4 -1.59 3.81 -0.25  0.275
H5 2.71 2.25 -1.36  0.250
H6 1.02 3.06 -3.46  0.229
C3 -0.53 3.71 0.03  -0.947
H7 2.38 3.84 -0.59  0.278
H8 -0.47 3.26 1.03  0.256
H9 2.23 2.32 0.36  0.261
P2 -1.73 -1.23 -1.77  1.173
C4 -0.84 -2.77 -1.42  -0.976
C5 -3.32 -1.36 -0.89  -0.955
H10 -2.82 -0.52 -3.85  0.270
H11 -2.81 -2.29 -3.63  0.288
H12 -1.34 -1.43 -4.18  0.239
C6 -2.21 -1.37 -3.52  -0.952
H13 -3.93 -0.48 -1.12  0.278
H14 -3.82 -2.26 -1.26  0.274
H15 -1.51 -3.62 -1.59  0.279
H16 -0.47 -2.79 -0.38  0.267
H17 -3.19 -1.42 0.19  0.259
H18 0.02 -2.84 -2.10  0.260
Cl1 -2.29 1.63 -2.08  -0.334
C7 2.14 1.18 2.57  -0.414
N1 1.83 -0.24 2.44  -0.365
C8 2.58 -1.25 3.20  -0.213
C9 1.56 -2.24 3.72  -0.438
C10 0.79 -2.83 2.56  -0.213
N2 0.14 -1.75 1.75  -0.457
C11 -1.33 -1.69 1.86  -0.419
C12 0.82 -0.56 1.60  0.827
O1 0.52 0.34 0.74  -0.740
H19 3.12 1.38 2.10  0.220
H20 2.18 1.45 3.63  0.249
H21 1.33 1.72 2.13  0.214
H22 3.30 -1.74 2.51  0.221
H23 3.14 -0.69 3.95  0.249
H24 0.87 -1.71 4.36  0.223
H25 2.06 -3.01 4.31  0.269
H26 0.00 -3.51 2.88  0.243
H27 1.46 -3.41 1.91  0.220
H28 -1.79 -2.58 1.42  0.222
H29 -1.63 -1.69 2.92  0.240
H30 -1.70 -0.76 1.45  0.200

molar mass = 761.811 Da
2S+1 = 6
expectation value of S² = 8.77
energy relative to the best compared isomer or geometry (same formula, charge and spin) = 0.0 kJ/mol
HOMO level (spin up / spin down) = -17.54 / -17.54 eV
gap between HOMO and LUMO (spin up / spin down) = 7.7 / 3.7 eV
total charge = +3

3.
C6H13NO | wB97M-V/def2-TZVPD

Last column: natural (NBO) charge in e.
Geometry (Å):
C1 2.62 0.03 1.13  -0.640
C2 1.45 -0.57 0.33  -0.208
N1 0.40 0.46 0.12  -0.441
C3 -0.23 0.82 1.39  -0.427
C4 -0.98 1.41 -1.67  -0.615
C5 -0.51 0.15 -0.98  -0.152
C6 -1.66 -0.81 -0.56  0.436
O1 -1.42 -1.82 0.04  -0.517
H1 3.55 -0.45 0.79  0.214
H2 2.48 -0.08 2.19  0.215
H3 2.80 1.02 0.69  0.219
H4 1.00 -1.39 0.89  0.183
H5 1.75 -0.90 -0.66  0.191
H6 -0.42 -0.07 1.99  0.181
H7 -1.22 1.23 1.20  0.193
H8 0.41 1.56 1.87  0.209
H9 -1.80 1.24 -2.38  0.206
H10 -1.39 2.09 -0.92  0.210
H11 -0.15 1.82 -2.23  0.227
H12 0.05 -0.47 -1.68  0.215
H13 -2.67 -0.47 -0.88  0.100

molar mass = 115.176 Da
2S+1 = 1
energy relative to the best compared isomer or geometry (same formula, charge and spin) = 184.9 kJ/mol
HOMO level = -8.29 eV
gap between HOMO and LUMO = 9.2 eV

4.
C51H39BrCuN6O2S6 | wB97M-V/def2-TZVPD

Last column: Löwdin charge in e.
Geometry (Å):
Cu1 -1.99 -1.48 -0.19  0.161
N1 -1.91 -0.52 1.51  -0.273
S1 -0.72 0.28 1.77  0.783
N2 0.72 -0.41 2.32  -0.362
S2 1.91 -1.24 1.87  0.854
N3 2.28 -1.80 0.48  -0.368
S3 1.32 -1.47 -0.85  0.781
N4 0.01 -0.93 -0.55  -0.302
C1 2.42 -0.45 -1.84  -0.308
C2 1.81 0.31 -2.82  -0.053
C3 2.61 1.12 -3.62  -0.058
C4 3.98 1.16 -3.44  -0.083
C5 4.58 0.39 -2.45  -0.084
C6 3.80 -0.43 -1.64  -0.094
C7 1.42 -3.06 -1.66  -0.286
C8 0.31 -3.87 -1.49  -0.040
C9 0.28 -5.12 -2.10  -0.043
C10 1.36 -5.53 -2.87  -0.080
C11 2.47 -4.71 -3.03  -0.087
C12 2.51 -3.46 -2.43  -0.066
C13 1.89 -2.68 2.90  -0.287
C14 1.52 -2.52 4.23  -0.056
C15 1.48 -3.63 5.05  -0.066
C16 1.80 -4.89 4.54  -0.074
C17 2.16 -5.03 3.21  -0.063
C18 2.20 -3.92 2.37  -0.048
C19 3.35 -0.39 2.49  -0.292
C20 4.61 -0.81 2.09  -0.064
C21 5.73 -0.14 2.56  -0.068
C22 5.58 0.93 3.43  -0.075
C23 4.31 1.33 3.84  -0.063
C24 3.19 0.67 3.37  -0.067
C25 -0.98 1.16 3.34  -0.285
C26 -1.54 0.39 4.35  -0.079
C27 -1.77 0.95 5.59  -0.079
C28 -1.44 2.29 5.83  -0.094
C29 -0.90 3.06 4.81  -0.084
C30 -0.66 2.50 3.56  -0.059
C31 -0.20 1.65 0.73  -0.342
C32 1.11 2.11 0.66  -0.083
C33 1.40 3.23 -0.11  -0.074
C34 0.37 3.87 -0.80  -0.070
C35 -0.93 3.40 -0.73  -0.060
C36 -1.22 2.28 0.04  -0.084
H1 0.72 0.30 -2.93  0.034
H2 2.14 1.73 -4.39  0.112
H3 4.59 1.79 -4.07  0.100
H4 5.65 0.42 -2.30  0.100
H5 4.24 -1.03 -0.86  0.086
H6 -0.55 -3.53 -0.93  0.082
H7 -0.60 -5.73 -1.98  0.116
H8 1.34 -6.50 -3.36  0.101
H9 3.31 -5.03 -3.64  0.099
H10 3.37 -2.82 -2.56  0.099
H11 1.24 -1.54 4.60  0.111
H12 1.18 -3.53 6.09  0.107
H13 1.76 -5.76 5.18  0.105
H14 2.38 -6.01 2.80  0.108
H15 2.45 -4.00 1.32  0.106
H16 4.70 -1.65 1.41  0.108
H17 6.72 -0.46 2.25  0.106
H18 6.45 1.46 3.79  0.104
H19 4.20 2.16 4.53  0.108
H20 2.19 0.96 3.67  0.107
H21 -1.82 -0.64 4.13  0.111
H22 -2.22 0.36 6.38  0.104
H23 -1.61 2.72 6.81  0.098
H24 -0.67 4.10 4.98  0.102
H25 -0.25 3.10 2.76  0.103
H26 1.90 1.60 1.19  0.085
H27 2.42 3.59 -0.17  0.104
H28 0.60 4.73 -1.42  0.103
H29 -1.71 3.87 -1.30  0.111
H30 -2.23 1.88 0.10  0.111
S4 -5.69 4.42 -4.43  0.504
C37 -4.37 3.42 -4.22  -1.130
S5 -4.41 1.98 -3.26  0.926
C38 -2.67 1.68 -3.51  -1.167
N5 -2.15 2.61 -4.27  -0.020
N6 -3.10 3.56 -4.68  -0.155
C39 -2.56 4.60 -5.49  -0.195
C40 -1.22 4.93 -5.34  -0.028
C41 -0.65 5.92 -6.12  -0.099
C42 -1.40 6.59 -7.07  -0.114
C43 -2.74 6.25 -7.23  -0.093
C44 -3.32 5.26 -6.45  -0.052
S6 -1.87 0.40 -2.76  0.554
H31 -0.63 4.39 -4.61  0.095
H32 0.40 6.16 -5.99  0.095
H33 -0.96 7.37 -7.69  0.092
H34 -3.34 6.76 -7.98  0.098
H35 -4.36 5.00 -6.59  0.053
Br1 -5.54 -4.39 4.67  0.666
C45 -5.30 -3.46 3.02  -0.679
C46 -5.88 -2.22 2.86  -0.147
C47 -5.69 -1.55 1.65  -0.074
C48 -4.91 -2.11 0.65  -0.042
C49 -4.32 -3.35 0.84  -0.132
C50 -4.54 -4.05 2.02  -0.073
C51 -3.39 -3.97 -0.20  -0.607
O1 -3.39 -5.19 -0.32  0.010
O2 -2.67 -3.15 -0.87  -0.119
H36 -6.46 -1.77 3.66  0.091
H37 -6.15 -0.58 1.51  0.104
H38 -4.75 -1.58 -0.28  0.115
H39 -4.11 -5.03 2.13  0.109

molar mass = 1103.765 Da
2S+1 = 1
HOMO level = -4.29 eV
gap between HOMO and LUMO = 5.7 eV
total charge = -1

5.
C4H9N2O | wB97M-V/def2-TZVPD

Last column: natural (NBO) charge in e.
Geometry (Å):
C1 -1.43 0.92 0.67  0.210
C2 -1.75 -0.18 -0.38  -0.334
C3 0.55 0.18 0.19  0.569
C4 1.64 -0.66 0.80  -0.666
N1 -0.19 1.02 0.91  -0.427
N2 -0.40 -0.63 -0.76  -0.604
O1 1.28 1.12 -1.06  -0.751
H1 -2.23 1.56 1.00  0.241
H2 -2.22 -0.92 0.32  0.263
H3 -2.41 0.28 -1.20  0.282
H4 2.47 0.03 1.08  0.273
H5 2.10 -1.39 -0.04  0.250
H6 1.31 -1.23 1.62  0.249
H7 -0.40 -1.64 -0.92  0.462
H8 -0.01 -0.22 -1.70  0.501
H9 1.67 1.75 -0.50  0.483

molar mass = 101.129 Da
2S+1 = 1
energy relative to the best compared isomer or geometry (same formula, charge and spin) = 319.8 kJ/mol
HOMO level = -15.59 eV
gap between HOMO and LUMO = 11.4 eV
total charge = +1

6.
C8H14N2O3S | wB97M-V/def2-TZVPD

Last column: natural (NBO) charge in e.
Geometry (Å):
C1 0.97 -1.76 0.18  -0.143
C2 1.01 -0.33 -0.37  0.700
C3 0.74 -1.80 1.74  -0.548
C4 -0.17 1.76 -0.92  -0.161
C5 0.65 2.87 -0.15  0.787
C6 -1.63 2.10 -0.99  -0.417
C7 -2.34 0.72 -0.80  -0.401
C8 -1.50 0.00 0.21  -0.221
H1 2.24 -3.36 -0.32  0.370
H2 2.79 -1.95 -0.87  0.392
H3 0.11 -2.29 -0.27  0.191
H4 1.60 -1.32 2.21  0.246
H5 -0.16 -1.26 2.05  0.216
H6 -0.61 -3.78 2.09  0.109
H7 0.25 1.64 -1.93  0.227
H8 -1.87 2.64 -1.89  0.231
H9 -1.87 2.69 -0.11  0.234
H10 -3.35 0.84 -0.39  0.218
H11 -2.43 0.23 -1.77  0.206
H12 -1.75 0.52 1.15  0.202
H13 -1.68 -1.07 0.30  0.226
H14 2.12 1.84 -0.59  0.504
N1 2.28 -2.39 -0.10  -0.848
N2 -0.14 0.40 -0.25  -0.426
O1 2.01 0.06 -0.95  -0.665
O2 0.11 3.83 0.38  -0.572
O3 1.96 2.58 -0.07  -0.659
S1 0.65 -3.42 2.42  0.002

molar mass = 218.278 Da
2S+1 = 1
energy relative to the best compared isomer or geometry (same formula, charge and spin) = 10.3 kJ/mol
HOMO level = -9.26 eV
gap between HOMO and LUMO = 9.6 eV

7.
C3H6N2O | wB97M-V/def2-TZVPD

Last column: natural (NBO) charge in e.
Geometry (Å):
N1 1.22 -0.19 1.21  -0.719
C1 0.31 0.03 -0.91  -0.116
C2 -0.81 -0.95 -1.08  -0.123
O1 -1.60 -0.17 -0.14  -0.501
C3 -0.55 0.73 -0.01  0.487
N2 -0.33 1.63 0.86  -0.632
H1 1.84 0.53 0.84  0.314
H2 1.78 -0.58 1.99  0.311
H3 1.14 0.32 -1.53  0.220
H4 -1.29 -1.03 -2.07  0.196
H5 -0.61 -1.95 -0.68  0.205
H6 -1.10 1.65 1.53  0.358

molar mass = 86.094 Da
2S+1 = 1
energy relative to the best compared isomer or geometry (same formula, charge and spin) = 594.2 kJ/mol
HOMO level (spin up / spin down) = -9.27 / -8.61 eV
gap between HOMO and LUMO (spin up / spin down) = 8.7 / 8.3 eV